# 1
The following is a quantum chemistry calculation of the molecule C23H24N2O4 in a non-equilibrium geometry, from OMol25.

Structure (ORCA input):
```
! RIJCOSX wB97M-V def2-TZVPD def2/J DEFGRID3
* xyz 0 1
C -1.5256 3.9751 1.7673
C -0.7562 3.0888 2.7283
C -0.7110 3.6378 4.1569
O -1.3855 1.7810 2.8184
C -1.2976 0.9767 1.7068
O -2.0716 0.0326 1.5821
C -0.2199 1.2570 0.7810
C 0.0106 0.2113 -0.2362
C 0.6675 0.7525 -1.5292
C 0.6737 2.1387 -1.7282
C 1.2542 2.7049 -2.8691
C 1.7385 1.8734 -3.8830
C 1.6273 0.4806 -3.7446
C 1.1063 -0.0802 -2.5689
C 0.8833 2.0940 1.2547
O 2.0324 1.9986 0.8631
O 0.6195 2.9470 2.3138
H -1.5385 3.5450 0.7580
H -2.5534 4.0780 2.1374
H -1.0419 4.9579 1.7365
H -0.1269 2.9599 4.7870
H -0.2327 4.6201 4.1555
H -1.7217 3.7158 4.5640
H -1.0175 0.0076 -0.5466
H 0.2535 2.8026 -0.9678
H 1.3270 3.7939 -2.9358
H 2.1750 2.3153 -4.7865
H 1.9598 -0.1742 -4.5536
H 1.0420 -1.1650 -2.4705
C -2.5268 -3.2155 -3.1133
C -1.2788 -3.8474 -3.0805
C -0.3477 -3.5134 -2.0959
C -0.6565 -2.5119 -1.1472
C 0.3322 -2.2027 -0.0822
N 0.5864 -0.9560 0.3878
C 0.9934 -0.9109 1.8133
C 2.1080 -1.8874 2.1020
C 1.8076 -3.2797 1.6272
N 0.8848 -3.2643 0.5009
C -1.9550 -1.9743 -1.1105
C -2.8727 -2.3039 -2.1079
H -3.2241 -3.4281 -3.9228
H -1.0194 -4.5916 -3.8408
H 0.6250 -4.0115 -2.0714
H 1.3720 0.0838 2.0441
H 0.1260 -1.1099 2.4652
H 3.0296 -1.5037 1.6568
H 2.2470 -1.9032 3.1873
H 2.7281 -3.7852 1.3169
H 1.3546 -3.8709 2.4350
H 0.6404 -4.1757 0.1202
H -2.2663 -1.3235 -0.2854
H -3.8583 -1.8397 -2.0898
*
```

Gap between HOMO and LUMO: 6.95 eV
LUMO level: -0.3 eV
Energy relative to the best compared isomer or geometry (same formula, charge and spin): 207.80 kJ/mol
Highest occupied orbital energy: -0.2669 Ha
Electronic energy: -35410.61413 eV

# 2
The following is a quantum chemistry calculation of a structure of composition C26H24FeN4O3S in a non-equilibrium geometry, from OMol25.

Structure (ORCA input):
```
! RIJCOSX wB97M-V def2-TZVPD def2/J DEFGRID3
* xyz 2 1
Fe 0.8489 0.0118 0.6983
C 2.6614 -2.5906 1.0885
O 1.5421 -1.9292 0.4365
C 0.5263 -2.7232 -0.0219
C 0.7109 -3.9907 -0.5442
C -0.4076 -4.7195 -0.9175
C -1.7044 -4.2211 -0.7566
C -1.8915 -2.9694 -0.2205
C -0.7699 -2.2114 0.1325
N -0.8043 -0.9613 0.7440
N -1.8794 -0.6533 1.3334
C -1.8022 0.3797 2.2385
C -0.4477 0.8663 2.6722
O 0.5454 -0.0241 2.6365
C -0.4509 1.8107 3.7962
C -1.5851 2.3639 4.2296
C -2.8790 1.9992 3.6756
C -4.0416 2.6247 4.1053
C -5.2688 2.2313 3.6026
C -5.3862 1.1945 2.6603
C -4.2612 0.5633 2.2126
C -2.9835 0.9616 2.6976
H 2.3164 -3.5255 1.5225
H 3.4501 -2.7640 0.3605
H 2.9863 -1.9234 1.8802
H 1.7018 -4.4078 -0.6572
H -0.2681 -5.7036 -1.3451
H -2.5525 -4.8209 -1.0533
H -2.8767 -2.5470 -0.0836
H 0.5171 2.0438 4.2194
H -1.5785 3.0803 5.0415
H -3.9848 3.4168 4.8400
H -6.1653 2.7255 3.9551
H -6.3624 0.8997 2.3027
H -4.3223 -0.2464 1.5001
N 0.9090 0.2051 -1.2675
C 0.9451 0.3204 -2.4084
C 0.9863 0.4665 -3.8355
C 0.5651 1.6667 -4.4084
C 0.6222 1.8047 -5.7835
C 1.0943 0.7587 -6.5670
C 1.5085 -0.4351 -5.9883
C 1.4567 -0.5904 -4.6150
H 0.1997 2.4726 -3.7863
H 0.3002 2.7278 -6.2447
H 1.1407 0.8754 -7.6414
H 1.8723 -1.2421 -6.6085
H 1.7748 -1.5139 -4.1501
C 4.4064 0.3721 0.4168
S 2.9108 1.1748 1.0207
C 3.0146 2.6896 0.0491
H 4.4417 0.3912 -0.6711
H 4.4309 -0.6531 0.7672
H 5.2634 0.9006 0.8281
H 3.7877 3.3180 0.4847
H 2.0624 3.2098 0.0941
H 3.2545 2.4603 -0.9878
O -0.0139 2.7699 1.1264
N -0.0663 1.6097 1.1942
*
```

Gap between HOMO and LUMO: 6.05 eV
LUMO level: -8.4 eV
Energy relative to the best compared isomer or geometry (same formula, charge and spin): 0.00 kJ/mol
Highest occupied orbital energy: -0.5325 Ha
Electronic energy: -84658.43320 eV

# 3
The following is a quantum chemistry calculation of the molecule C4H12N2, from OMol25.

Structure (ORCA input):
```
! RIJCOSX wB97M-V def2-TZVPD def2/J DEFGRID3
* xyz 0 1
C -1.5638 0.9770 -0.4336
C -1.0125 -0.3967 -0.0053
C -1.7619 -0.9498 1.1963
N 0.3922 -0.2753 0.3842
C 1.2840 0.0323 -0.7217
N 2.5370 0.6167 -0.2592
H -1.9356 0.9848 -1.4554
H -2.4030 1.2491 0.2027
H -0.8011 1.7447 -0.2905
H -1.1026 -1.1048 -0.8423
H -2.8357 -0.9918 1.0552
H -1.3768 -1.9420 1.4603
H -1.5774 -0.2737 2.0334
H 0.6978 -1.1782 0.7501
H 1.4478 -0.8700 -1.3553
H 0.7963 0.7477 -1.3920
H 3.0339 0.9352 -1.0827
H 3.1023 -0.0876 0.2071
*
```

Gap between HOMO and LUMO: 9.92 eV
LUMO level: 1.1 eV
Energy relative to the best compared isomer or geometry (same formula, charge and spin): 54.91 kJ/mol
Highest occupied orbital energy: -0.3253 Ha
SMILES: CC(C)NCN
Electronic energy: -7322.45967 eV